(1)
Computed, not measured: a single C8H14 molecule in a non-equilibrium geometry, with ωB97M-V with the def2-TZVPD basis set.

Each line ends with the natural charge from an NBO analysis.
Geometry (Å):
C: -1.4365 -1.5687 0.6187  -0.62
C: -0.2727 -1.0436 1.4409  -0.40
C: -0.0670 0.4787 1.3948  -0.43
C: -0.1090 1.1026 0.0145  -0.01
C: -1.0417 2.0077 -0.2676  -0.39
C: 0.2296 0.1629 -2.2289  -0.38
C: 0.7148 0.4050 -1.0188  -0.02
C: 2.1288 0.0241 -0.6514  -0.65
H: -1.7114 -0.9178 -0.2147  0.22
H: -1.2658 -2.5343 0.1459  0.21
H: -2.3466 -1.6790 1.2104  0.20
H: 0.6587 -1.5421 1.1664  0.19
H: -0.3840 -1.3401 2.4871  0.21
H: 0.8983 0.6647 1.8641  0.21
H: -0.8447 0.9326 2.0128  0.21
H: -1.1803 2.3695 -1.2778  0.20
H: -1.6420 2.4042 0.5328  0.20
H: -0.6772 0.5856 -2.6413  0.20
H: 0.8217 -0.4363 -2.9076  0.19
H: 2.2443 -0.9953 -0.2806  0.22
H: 2.7844 0.2055 -1.5041  0.22
H: 2.4983 0.7139 0.1046  0.22

SMILES string = C=C(C)C(=C)CCC



(2)
Computed, not measured: a single C8H14 molecule in a non-equilibrium geometry, with ωB97M-V with the def2-TZVPD basis set.

Each line ends with the natural charge from an NBO analysis.
Geometry (Å):
C: -1.4765 -1.9598 -0.9660  -0.63
C: -0.4180 -2.0615 0.1679  -0.39
C: 0.0909 -0.6977 0.6901  -0.43
C: 0.5384 0.2606 -0.3417  0.03
C: 0.2924 1.5784 -0.2524  -0.24
C: -0.3373 2.1027 0.9806  -0.20
C: 0.0589 3.1622 1.7328  -0.42
C: 1.5719 -0.2093 -1.4003  -0.64
H: -2.4216 -1.3943 -0.7397  0.22
H: -1.0236 -1.5839 -1.9309  0.21
H: -1.7255 -3.0778 -1.1392  0.21
H: -0.7520 -2.5809 1.0468  0.21
H: 0.5948 -2.4646 -0.1827  0.19
H: 0.7709 -0.9245 1.5250  0.23
H: -0.9010 -0.3872 1.4294  0.19
H: -0.0122 2.2664 -1.0774  0.22
H: -1.1032 1.4960 1.1993  0.19
H: 1.0635 3.6422 1.5697  0.18
H: -0.3819 3.8955 2.4620  0.21
H: 2.4379 0.3914 -1.3395  0.23
H: 1.1419 -0.3364 -2.3891  0.22
H: 1.9914 -1.1174 -1.0447  0.21

SMILES string = C=C/C=C(/C)CCC



(3)
Computed, not measured: 2 unconnected molecules or ions with the total composition C8H14 in a non-equilibrium geometry, with ωB97M-V with the def2-TZVPD basis set.

Each line ends with the natural charge from an NBO analysis.
Geometry (Å):
C: -1.8339 -1.2997 2.6129  -0.34
C: -1.1021 -0.3640 1.9666  -0.27
C: -0.3911 -0.6194 0.7769  -0.11
C: 0.6046 0.2497 0.1748  -0.36
C: 0.0709 0.5829 -1.1732  -0.17
C: 0.8304 0.3908 -2.3659  -0.25
C: 2.1023 -0.0191 -2.4742  -0.41
C: 1.0780 1.4721 0.9686  -0.59
H: -2.0790 -2.2044 2.0630  0.19
H: -5.9058 -1.8132 -1.8415  0.00
H: -2.0505 -1.2713 3.6664  0.20
H: -0.6210 -1.5222 0.2169  0.21
H: -1.1309 0.6388 2.3720  0.21
H: 1.4994 -0.3170 -0.0838  0.26
H: -6.6065 -1.6559 -1.6930  0.00
H: -0.9955 0.7227 -1.2980  0.20
H: 0.2882 0.6521 -3.2579  0.21
H: 2.5260 -0.3260 -3.4221  0.20
H: 2.8048 -0.1485 -1.6615  0.18
H: 0.2825 2.2208 0.9693  0.21
H: 1.9743 1.9174 0.6083  0.22
H: 1.1635 1.1957 2.0260  0.20



ΔE to the lowest compared entry with this formula, charge and spin? In order: 30.13, 89.50, 135.90 kcal per mole.